[1]
{
  "formula": "C5H8N2",
  "method": "the ωB97M-V functional and the def2-TZVPD basis",
  "elements": ["N", "N", "C", "C", "C", "C", "C", "H", "H", "H", "H", "H", "H", "H", "H"],
  "coordinates": [[0.557, -1.183, -0.051], [0.828, 1.637, -1.414], [1.759, -0.729, 0.418], [0.210, 0.847, 0.697], [-1.808, -0.822, 0.781], [1.084, 1.734, -0.117], [-0.449, -0.343, 0.350], [0.427, -1.965, -0.690], [2.541, -0.896, -0.360], [-0.133, 1.362, 1.602], [-2.529, 0.003, 0.767], [1.364, 2.190, -2.071], [0.133, 1.007, -1.830], [-1.787, -1.236, 1.800], [-2.196, -1.607, 0.118]],
  "homo_ev": -7.6,
  "lumo_energy_ha": 0.02722,
  "de_lowest_ev": 6.3155
}


[2]
{
  "formula": "C2KLi2O6",
  "method": "the ωB97M-V functional and the def2-TZVPD basis",
  "elements": ["K", "O", "O", "O", "O", "O", "O", "C", "C", "Li", "Li"],
  "coordinates": [[2.787, 2.633, 0.446], [-1.671, -0.942, -1.128], [1.699, 0.094, 0.186], [0.235, 1.471, 1.114], [-1.524, -0.366, 1.056], [-3.338, 0.020, -0.127], [-0.183, -0.755, 0.847], [-2.187, -0.389, -0.107], [0.668, 0.354, 0.836], [1.816, -1.366, -1.142], [-4.682, 1.003, -0.996]],
  "spin_multiplicity": 2,
  "total_charge": 2,
  "homo_ev": [-17.2, -17.2],
  "lumo_energy_ha": [-0.24441, -0.40605],
  "s2": 0.7552
}


[3]
{
  "formula": "C3H3NS",
  "method": "the ωB97M-V functional and the def2-TZVPD basis",
  "elements": ["S", "N", "C", "C", "C", "H", "H", "H"],
  "coordinates": [[-2.193, -0.368, -0.089], [0.235, -1.528, 0.027], [0.115, 0.940, -0.075], [-0.563, -0.284, -0.038], [0.550, 2.060, -0.105], [-0.274, -2.379, 0.180], [1.216, -1.483, 0.239], [0.913, 3.043, -0.139]],
  "spin_multiplicity": 3,
  "homo_ev": [-6.4, -9.5],
  "lumo_energy_ha": [0.03446, -0.09973],
  "de_lowest_ev": 1.4270,
  "s2": 2.0157
}


[4]
{
  "formula": "C2H5NOS",
  "method": "the ωB97M-V functional and the def2-TZVPD basis",
  "elements": ["S", "O", "N", "C", "C", "H", "H", "H", "H", "H"],
  "coordinates": [[-0.515, 0.508, -1.077], [-0.355, 0.015, -2.472], [-1.791, 1.203, -0.571], [1.205, -0.445, 1.378], [0.466, -1.028, 0.515], [0.553, 1.472, -0.698], [1.749, -1.026, 2.036], [-2.647, 0.619, -0.661], [0.052, -1.907, -0.040], [1.283, 0.589, 1.590]],
  "homo_ev": [-8.8, -8.8],
  "lumo_energy_ha": [-0.00358, -0.00371],
  "de_lowest_ev": 5.8851
}


[5]
{
  "formula": "C5H4N2",
  "method": "the ωB97M-V functional and the def2-TZVPD basis",
  "elements": ["N", "N", "C", "C", "C", "C", "C", "H", "H", "H", "H"],
  "coordinates": [[-1.199, -1.327, -0.390], [3.200, 0.517, -0.136], [-0.383, -0.188, -0.157], [-0.908, 2.339, 0.002], [2.068, 0.058, -0.166], [0.839, -0.633, 0.195], [-0.753, 1.169, 0.103], [-0.837, 3.479, -0.561], [0.669, -1.710, 0.501], [-0.602, -2.237, 0.215], [-2.094, -1.467, 0.392]],
  "homo_ev": -9.1,
  "lumo_energy_ha": -0.02948,
  "de_lowest_ev": 6.3750
}


[6]
{
  "formula": "C37H90BO20",
  "method": "the ωB97M-V functional and the def2-TZVPD basis",
  "elements": ["O", "O", "O", "O", "O", "O", "O", "O", "O", "O", "O", "O", "O", "O", "O", "O", "O", "O", "O", "O", "C", "C", "C", "C", "C", "C", "C", "C", "C", "C", "C", "C", "C", "C", "C", "C", "C", "C", "C", "C", "C", "C", "C", "C", "C", "C", "C", "C", "C", "C", "C", "C", "C", "C", "C", "C", "C", "B", "H", "H", "H", "H", "H", "H", "H", "H", "H", "H", "H", "H", "H", "H", "H", "H", "H", "H", "H", "H", "H", "H", "H", "H", "H", "H", "H", "H", "H", "H", "H", "H", "H", "H", "H", "H", "H", "H", "H", "H", "H", "H", "H", "H", "H", "H", "H", "H", "H", "H", "H", "H", "H", "H", "H", "H", "H", "H", "H", "H", "H", "H", "H", "H", "H", "H", "H", "H", "H", "H", "H", "H", "H", "H", "H", "H", "H", "H", "H", "H", "H", "H", "H", "H", "H", "H", "H", "H", "H", "H"],
  "coordinates": [[1.392, 6.235, 1.436], [-2.348, -5.081, -2.021], [2.619, 0.666, 4.561], [5.920, -0.389, -6.092], [-3.336, -0.647, 0.426], [0.038, -0.825, 1.105], [-1.398, 0.075, -0.535], [-6.900, -1.480, 4.077], [0.739, 1.211, -0.012], [-2.105, 2.438, -3.239], [-4.074, 1.265, -1.408], [1.017, -1.442, 4.356], [0.760, -0.857, -1.165], [2.569, -0.469, -2.459], [3.896, 4.629, -0.698], [-4.066, 2.793, 5.149], [5.093, -2.942, 0.598], [4.350, -1.922, -4.339], [2.669, 2.040, -1.004], [-1.534, -1.484, 2.576], [1.818, 1.200, -0.853], [-3.080, -3.566, -0.280], [-2.132, -0.504, 0.397], [3.103, 1.078, 2.232], [2.100, -3.258, 5.549], [0.774, 4.974, 1.183], [-4.642, 2.370, -0.646], [-4.692, 1.522, 3.162], [3.801, -4.240, -4.903], [-6.735, -1.537, 1.734], [-3.488, 3.053, 0.096], [2.064, -2.323, -5.116], [3.449, -3.240, -1.157], [3.526, -2.753, -5.193], [-3.354, 0.436, 5.093], [3.762, -2.599, 0.169], [-0.791, 1.891, -3.271], [1.251, -2.005, 5.646], [-1.182, -1.003, 1.528], [-3.653, 1.730, 4.287], [-6.544, -2.353, 2.982], [-0.694, -3.705, -1.004], [3.228, 2.846, 3.858], [1.788, -0.145, -1.575], [-5.255, 3.396, -1.573], [2.491, 1.592, 3.498], [-1.973, -4.506, -0.767], [-0.329, 4.766, 2.217], [-0.861, 0.515, -3.855], [2.802, -2.936, 1.292], [5.960, 1.331, -7.752], [4.617, 1.762, -5.733], [5.120, 0.689, -6.680], [0.242, 5.064, -0.218], [-0.016, -2.324, 6.330], [0.026, 2.851, -4.177], [-5.147, -2.910, 3.151], [0.049, -0.107, -0.163], [-0.674, -1.505, 6.577], [1.716, -2.604, -4.107], [-6.851, -1.977, 4.914], [-2.645, 1.879, -2.681], [-1.223, 0.484, -4.899], [-0.536, -3.106, 5.783], [3.215, -4.894, -5.522], [-5.040, 2.699, 5.268], [1.472, -4.010, 4.997], [2.272, 6.284, 1.047], [-4.763, -3.465, 2.280], [0.128, -1.562, 3.962], [-2.911, 0.790, 6.046], [-5.632, 1.196, 3.593], [3.886, -2.599, -6.208], [4.048, 2.510, -6.250], [0.094, 0.017, -3.873], [2.729, 3.360, 4.698], [-4.087, -4.029, -0.327], [-1.729, -5.304, -0.029], [-4.536, 3.694, -2.363], [4.113, -2.903, -1.987], [-5.358, 1.901, 0.014], [1.814, -2.634, 0.996], [-2.892, 2.372, 0.709], [-3.141, -2.756, -1.039], [-4.443, -2.104, 3.253], [-1.471, -0.180, -3.258], [-0.316, 3.004, -5.202], [5.607, 2.116, -5.355], [3.118, 3.560, 3.051], [-3.794, 0.630, -0.735], [-1.190, 5.423, 2.023], [3.363, -4.337, -1.164], [5.467, 2.224, -8.186], [-4.294, 0.804, 2.438], [1.914, -1.240, -5.130], [1.417, 4.116, 1.365], [-2.732, -0.165, 4.416], [-0.033, 4.841, 3.286], [-7.214, -3.198, 2.902], [4.310, 2.730, 4.006], [1.403, -2.854, -5.799], [-0.703, 3.740, 2.058], [-3.853, 3.810, 0.776], [0.090, -4.345, -1.377], [4.145, 0.789, 2.378], [6.838, 1.697, -7.224], [-6.091, -0.626, 1.859], [-6.155, 3.064, -2.079], [0.240, -2.829, 7.282], [-5.491, 4.367, -1.101], [-2.959, -3.151, 0.722], [-0.467, 5.880, -0.272], [2.205, -3.604, 6.575], [-3.302, -5.265, -2.064], [3.014, 1.836, 1.441], [-0.375, 1.997, -2.295], [3.805, -1.592, -3.610], [1.458, 1.746, 3.272], [2.052, -0.124, 4.471], [2.463, -2.958, -1.518], [4.281, 4.678, -1.551], [-0.286, 4.228, -0.632], [-7.764, -1.187, 1.630], [1.123, 5.258, -0.839], [2.702, -4.014, 1.436], [6.309, 0.661, -8.582], [3.534, 3.760, -0.624], [4.237, 0.188, -7.141], [-2.671, 1.958, 3.847], [-4.969, -3.532, 4.025], [1.099, 2.606, -4.315], [1.769, -1.231, 6.244], [-6.456, -2.014, 0.816], [3.785, -1.519, -0.029], [0.051, 3.872, -3.748], [3.008, -3.215, 4.937], [-0.899, -2.992, -1.817], [2.617, 0.131, 1.857], [5.459, -0.711, -5.284], [4.155, 1.356, -4.850], [3.472, -4.455, -3.857], [-4.745, 2.464, 2.603], [3.134, -2.450, 2.247], [4.869, -4.561, -4.970], [-4.290, -0.155, 5.226], [-0.343, -3.201, -0.117], [-2.692, 3.441, -0.538], [5.312, -3.864, 0.422]],
  "total_charge": -1,
  "homo_ev": -7.4,
  "lumo_energy_ha": 0.07255
}